{"formula": "C25H54BrFN3O7", "method": "ωB97M-V with the def2-TZVPD basis set", "lumo_ev": -3.382, "homo_ev": -11.83, "total_charge": 1, "spin_multiplicity": 1, "symbols": ["C", "C", "C", "N", "C", "O", "C", "C", "C", "C", "C", "Br", "N", "N", "C", "O", "C", "C", "C", "O", "F", "H", "H", "H", "H", "H", "H", "H", "H", "H", "H", "H", "H", "H", "H", "H", "H", "H", "H", "H", "H", "H", "H", "C", "C", "C", "O", "H", "H", "H", "H", "H", "H", "H", "H", "C", "C", "C", "O", "H", "H", "H", "H", "H", "H", "H", "H", "C", "C", "C", "O", "H", "H", "H", "H", "H", "H", "H", "H", "C", "C", "C", "O", "H", "H", "H", "H", "H", "H", "H", "H"], "positions_angstrom": [[5.0180, 0.8267, 1.6834], [3.8174, 0.7142, 2.6272], [2.4685, 0.9945, 1.9377], [1.4692, -0.0866, 2.0746], [1.3062, -0.9501, 0.9332], [1.3393, -2.3155, 1.2778], [0.2889, -2.7429, 2.1199], [-1.0688, -2.6921, 1.4062], [-2.3319, -2.5608, 2.2608], [-2.8635, -1.2730, 2.8760], [-3.5778, -0.3116, 1.9087], [-1.5689, -0.3382, 3.9801], [-1.0315, -1.7740, 0.1798], [-1.0417, -2.5368, -1.0388], [0.0108, -3.1194, -1.3587], [0.9849, -3.5993, -1.7600], [0.0032, -0.6518, 0.1191], [-0.6332, 0.6920, 0.4409], [0.1311, 1.7911, -0.2375], [0.9730, 1.6866, -1.0486], [-0.3151, 2.9719, 0.1586], [5.9527, 0.9445, 2.2289], [5.0975, -0.0549, 1.0457], [4.8872, 1.6971, 1.0329], [3.7950, -0.2830, 3.0768], [3.9442, 1.4325, 3.4409], [2.6316, 1.1995, 0.8756], [2.0319, 1.9025, 2.3629], [1.7193, -0.6513, 2.8767], [2.1351, -0.8090, 0.2326], [0.5017, -3.7921, 2.3242], [0.2754, -2.2119, 3.0732], [-1.1915, -3.6818, 0.9667], [-3.1661, -2.9568, 1.6677], [-2.1924, -3.2906, 3.0640], [-3.5946, -1.6185, 3.6051], [-4.5902, -0.1196, 2.2661], [-3.6943, -0.7393, 0.9064], [-3.0931, 0.6602, 1.8385], [-1.9450, -1.3180, 0.1621], [0.3002, -0.6110, -0.9286], [-0.6754, 0.8864, 1.5145], [-1.6557, 0.7614, 0.0498], [0.5239, 4.3448, -4.3515], [-0.1512, 5.2813, -3.3625], [0.8610, 6.0267, -2.5088], [-1.0717, 4.5626, -2.5360], [1.1115, 3.5939, -3.8147], [-0.2190, 3.8255, -4.9582], [1.1945, 4.8883, -5.0174], [-0.7703, 5.9983, -3.9039], [1.4565, 5.3159, -1.9280], [0.3560, 6.6951, -1.8119], [1.5405, 6.6153, -3.1255], [-0.5639, 3.9160, -2.0339], [-5.9903, -5.2155, 5.3742], [-5.2698, -4.6458, 4.1661], [-4.7400, -5.7386, 3.2518], [-4.2067, -3.7729, 4.5795], [-5.3059, -5.8274, 5.9682], [-6.3659, -4.4147, 6.0098], [-6.8291, -5.8421, 5.0719], [-5.9508, -4.0014, 3.6073], [-4.0219, -6.3649, 3.7884], [-4.2346, -5.3097, 2.3842], [-5.5456, -6.3797, 2.8950], [-3.5920, -4.3009, 5.1031], [-3.8113, 2.6287, -5.9234], [-4.5427, 2.8778, -4.6143], [-4.5835, 4.3542, -4.2643], [-3.9229, 2.1487, -3.5468], [-2.7798, 2.9859, -5.8494], [-3.7858, 1.5635, -6.1532], [-4.2923, 3.1513, -6.7506], [-5.5551, 2.4772, -4.6850], [-3.5549, 4.7076, -4.1447], [-5.1062, 4.5127, -3.3214], [-5.0682, 4.9531, -5.0357], [-3.0347, 2.5152, -3.4514], [9.3330, -1.2715, -1.1424], [7.8807, -1.1983, -0.7010], [6.9813, -0.6667, -1.8070], [7.7469, -0.4090, 0.4821], [9.6984, -0.2735, -1.4001], [9.9569, -1.6622, -0.3393], [9.4499, -1.9115, -2.0173], [7.5422, -2.1932, -0.4053], [7.2824, 0.3479, -2.0821], [5.9426, -0.6308, -1.4750], [7.0399, -1.2908, -2.6992], [8.0462, 0.4829, 0.2708]], "mulliken_charge": [-1.31, -0.43, -0.76, -0.13, 0.01, -0.53, -0.63, 0.43, -1.46, 0.33, -1.38, -0.09, 1.04, -1.15, 0.81, -0.33, -0.10, -0.85, 0.27, -0.49, -0.29, 0.44, 0.26, 0.33, 0.33, 0.38, 0.35, 0.33, 0.35, 0.33, 0.43, 0.28, 0.15, 0.54, 0.37, 0.45, 0.37, 0.47, 0.30, 0.29, 0.39, 0.16, 0.73, -0.98, 0.47, -1.33, -0.44, 0.22, 0.12, 0.40, 0.31, 0.28, 0.33, 0.41, 0.21, -1.39, 0.48, -1.21, -0.48, 0.38, 0.34, 0.39, 0.26, 0.33, 0.22, 0.42, 0.30, -0.99, 0.29, -0.92, -0.51, 0.10, 0.31, 0.37, 0.29, 0.06, 0.30, 0.39, 0.31, -1.33, 0.40, -1.10, -0.50, 0.36, 0.32, 0.38, 0.24, 0.33, 0.16, 0.40, 0.34]}

---

{"formula": "C4H12IN2", "method": "ωB97M-V with the def2-TZVPD basis set", "lumo_ev": [-3.091, -7.464], "homo_ev": [-9.19, -13.55], "total_charge": 1, "spin_multiplicity": 3, "relative_energy_kcal_mol": 10.6, "s2": 2.005, "symbols": ["C", "C", "C", "C", "N", "N", "I", "H", "H", "H", "H", "H", "H", "H", "H", "H", "H", "H", "H"], "positions_angstrom": [[-1.0320, -1.9041, 0.3063], [1.3319, 0.0134, -0.4507], [-0.1294, 0.4961, -0.3229], [-1.3312, -0.6817, -0.4090], [2.0592, 1.2162, -0.3230], [-0.3716, 1.2800, 0.9419], [-3.2586, 0.2263, 0.0646], [-0.0880, -2.2415, -0.1974], [-0.7759, -1.7496, 1.2910], [-1.7227, -2.7199, 0.0487], [1.6888, -0.6015, -1.3874], [1.6106, -0.7539, 0.3243], [-0.2900, 1.2770, -1.0830], [-1.4228, -0.8789, -1.4393], [2.0930, 1.7755, -1.1601], [3.1212, 1.0281, -0.0694], [-1.4046, 1.5391, 0.8806], [0.2554, 2.0586, 1.2156], [-0.3335, 0.6208, 1.7690]], "mulliken_spin": [0.03, 0.02, 0.00, 0.48, 0.00, 0.01, 1.49, 0.02, -0.01, 0.00, -0.01, 0.00, 0.00, -0.04, 0.00, 0.00, 0.01, 0.00, 0.00]}

---

{"formula": "CH5O4", "method": "ωB97M-V with the def2-TZVPD basis set", "lumo_ev": [0.506, -5.323], "homo_ev": [-10.87, -10.86], "total_charge": 0, "spin_multiplicity": 2, "relative_energy_kcal_mol": 12.7, "s2": 0.758, "symbols": ["O", "C", "O", "H", "H", "H", "O", "H", "H", "O"], "positions_angstrom": [[-0.1676, 1.3875, 1.4256], [0.4658, 0.2975, 1.4805], [0.7468, -0.4194, 0.5086], [0.8589, -0.1300, 2.4481], [0.1628, -1.9477, -0.7451], [-0.7485, -1.1006, -1.5238], [-0.5803, -2.0460, -1.3402], [0.2269, 0.8511, -0.6618], [-1.0633, 1.2900, -1.0641], [-0.2779, 0.9844, -1.5111]], "mulliken_spin": [0.39, -0.04, 0.43, 0.14, 0.00, 0.00, 0.00, -0.01, 0.00, 0.08]}

---

{"formula": "C17H46B3NO11", "method": "ωB97M-V with the def2-TZVPD basis set", "lumo_ev": 0.470, "homo_ev": -9.21, "total_charge": 0, "spin_multiplicity": 1, "relative_energy_kcal_mol": 24.8, "symbols": ["C", "C", "O", "N", "C", "C", "C", "C", "B", "O", "B", "O", "B", "C", "O", "O", "O", "H", "H", "H", "H", "H", "H", "H", "H", "H", "H", "H", "H", "H", "H", "H", "H", "C", "C", "O", "H", "H", "H", "H", "H", "H", "C", "C", "O", "H", "H", "H", "H", "H", "H", "C", "C", "O", "H", "H", "H", "H", "H", "H", "C", "C", "O", "H", "H", "H", "H", "H", "H", "C", "C", "O", "H", "H", "H", "H", "H", "H"], "positions_angstrom": [[5.5323, -1.8047, 2.6402], [4.6293, -1.6325, 1.4405], [3.8053, -2.4476, 1.2622], [4.7614, -0.5830, 0.5177], [5.3535, 0.6548, 1.0012], [4.3253, 1.6290, 1.5982], [3.0282, 0.9846, 2.0858], [1.9821, 2.0744, 2.4144], [0.5253, 1.7222, 1.9387], [-0.5065, 2.5536, 2.3510], [-1.5949, 1.7252, 2.5687], [-2.0731, 1.0790, 1.4368], [-1.0478, 0.2545, 1.0231], [-1.4516, -1.1738, 0.4434], [-1.2006, -2.2264, 1.3870], [-2.2815, -2.1747, 2.2804], [0.2695, 0.6414, 1.1105], [5.8594, -2.8321, 2.6191], [4.9514, -1.6824, 3.5394], [6.4149, -1.1817, 2.6536], [5.1520, -0.8860, -0.3618], [6.1727, 0.5308, 1.7059], [5.7882, 1.1500, 0.1443], [4.7495, 2.1996, 2.4146], [4.0558, 2.3670, 0.8497], [3.2594, 0.4974, 3.0310], [2.6567, 0.2168, 1.4251], [1.9162, 2.2120, 3.4859], [2.2705, 3.0148, 1.9596], [-2.0018, 1.5164, 3.6490], [-2.5231, -1.1847, 0.2797], [-0.9955, -1.3878, -0.5182], [-1.9420, -1.7318, 3.0669], [-2.0789, -4.4850, -2.1031], [-2.3693, -3.1517, -2.7666], [-1.2645, -2.7277, -3.5639], [-1.1867, -4.4125, -1.4805], [-2.9157, -4.8050, -1.4804], [-1.8893, -5.2559, -2.8542], [-2.5387, -2.3832, -2.0152], [-3.2626, -3.2168, -3.3972], [-1.1147, -3.3991, -4.2380], [-6.3373, 2.6859, 4.6769], [-4.9668, 2.4824, 5.2925], [-3.9625, 2.4005, 4.2789], [-6.5681, 1.8679, 3.9929], [-7.1123, 2.7339, 5.4430], [-6.3657, 3.6110, 4.0951], [-4.9335, 1.5489, 5.8516], [-4.7194, 3.3007, 5.9763], [-3.9770, 3.2322, 3.7910], [2.1541, -1.1531, -3.3929], [2.8784, -0.6584, -2.1581], [3.9746, 0.1885, -2.5225], [2.8403, -1.7006, -4.0420], [1.3211, -1.8084, -3.1303], [1.7692, -0.3095, -3.9671], [3.2863, -1.4891, -1.5874], [2.1979, -0.1003, -1.5072], [3.6133, 0.9306, -3.0217], [4.6039, 1.7236, -7.1980], [3.8634, 0.6969, -6.3611], [2.7787, 1.2927, -5.6501], [4.9859, 2.5253, -6.5652], [5.4401, 1.2667, -7.7292], [3.9348, 2.1802, -7.9315], [4.5267, 0.2577, -5.6176], [3.4757, -0.1080, -6.9942], [2.1756, 1.6751, -6.2967], [-6.0062, -0.0908, 0.8449], [-7.5127, -0.2555, 0.9439], [-8.0925, 0.7603, 1.7613], [-5.5516, -0.1247, 1.8355], [-5.5649, -0.8772, 0.2305], [-5.7511, 0.8769, 0.4056], [-7.7631, -1.2117, 1.4000], [-7.9700, -0.2186, -0.0506], [-7.8854, 1.6107, 1.3589]], "mulliken_charge": [-1.31, 0.60, -0.53, 0.05, -0.86, -0.60, -0.01, -1.03, 0.21, -0.45, 0.84, -0.18, -0.03, 0.07, -0.24, -0.39, -0.30, 0.40, 0.27, 0.37, 0.36, 0.11, 0.43, 0.26, 0.46, 0.09, 0.28, 0.36, 0.38, -0.17, 0.04, 0.19, 0.31, -1.08, -0.02, -0.50, 0.25, 0.35, 0.41, 0.03, 0.31, 0.29, -0.93, -0.33, -0.41, 0.16, 0.36, 0.33, 0.31, 0.26, 0.24, -0.98, 0.20, -0.59, 0.29, 0.27, 0.23, 0.26, 0.00, 0.30, -1.15, -0.09, -0.49, 0.30, 0.34, 0.33, 0.26, 0.27, 0.26, -0.81, -0.47, -0.50, 0.23, 0.32, 0.33, 0.30, 0.30, 0.29]}

---

{"formula": "C2H4N2O2S2", "method": "ωB97M-V with the def2-TZVPD basis set", "lumo_ev": [5.626, 5.626], "homo_ev": [1.32, 1.31], "total_charge": -2, "spin_multiplicity": 1, "relative_energy_kcal_mol": 28.1, "symbols": ["C", "C", "N", "N", "O", "O", "S", "S", "H", "H", "H", "H"], "positions_angstrom": [[0.9103, 1.2657, -0.0995], [-1.8635, -0.2323, -0.1757], [1.1036, 0.0857, -0.0170], [-1.6815, 1.1636, -0.0504], [2.3623, -1.9520, -1.0691], [2.5332, -1.6192, 1.3536], [1.2496, 2.8375, -0.2008], [2.6113, -0.9764, 0.0168], [-2.6142, -0.6784, 0.5336], [-2.2219, -0.4506, -1.1943], [-0.9206, -0.8142, -0.0296], [-1.4686, 1.3705, 0.9324]], "mulliken_charge": [0.28, -0.47, -0.27, -0.82, -0.60, -0.61, -0.55, 0.44, 0.21, 0.16, 0.15, 0.08]}

---

{"formula": "C18H26BClN3O5P", "method": "ωB97M-V with the def2-TZVPD basis set", "lumo_ev": -1.628, "homo_ev": -8.36, "total_charge": 0, "spin_multiplicity": 1, "relative_energy_kcal_mol": 325.2, "smiles": "CCOc1c(P(O)Cl)cc(B(N)O)c2ncc(CCCCCCOC(C)=O)nc12", "symbols": ["C", "C", "O", "C", "C", "P", "O", "Cl", "C", "C", "B", "N", "O", "C", "N", "C", "C", "C", "C", "C", "C", "C", "C", "O", "C", "C", "O", "N", "C", "H", "H", "H", "H", "H", "H", "H", "H", "H", "H", "H", "H", "H", "H", "H", "H", "H", "H", "H", "H", "H", "H", "H", "H", "H", "H"], "positions_angstrom": [[-0.9327, -2.9806, -1.1572], [-1.4852, -1.4529, -1.3666], [-2.6090, -1.0641, -0.5041], [-2.2730, -1.1187, 0.9264], [-3.1517, -2.2181, 1.8302], [-4.5517, -3.3213, 1.1377], [-5.7612, -2.2305, 0.4276], [-3.9102, -4.5728, -0.4527], [-2.8407, -2.3844, 3.4648], [-1.6674, -1.4391, 4.1073], [-1.3552, -1.6150, 5.7234], [-0.0575, -2.3293, 6.1007], [-2.3429, -1.0576, 6.6679], [-0.7717, -0.3183, 3.2504], [0.2614, 0.4369, 4.0383], [0.9221, 1.4136, 3.1041], [0.6101, 1.6418, 1.5225], [1.4550, 2.8281, 0.7190], [1.5547, 2.5923, -0.9000], [3.1191, 2.2897, -1.3519], [3.4057, 0.6807, -1.2665], [2.9599, -0.1905, -2.5762], [2.5001, 0.6799, -3.8845], [1.0657, 1.0665, -3.8292], [0.7523, 2.1185, -4.8088], [-0.6473, 2.9915, -4.5429], [1.4556, 2.4065, -5.9070], [-0.4050, 0.8164, 0.7873], [-1.1103, -0.1773, 1.6662], [-1.0808, -3.4269, -0.0862], [0.2329, -2.9526, -1.3854], [-1.3953, -3.7690, -1.9184], [-1.8952, -1.3997, -2.4866], [-0.5585, -0.7394, -1.3362], [-5.2832, -1.5350, -0.1135], [-3.4596, -3.1299, 4.1276], [-0.1015, -3.3507, 5.8498], [0.7628, -1.9481, 5.5433], [-2.0917, -1.2503, 7.6191], [1.7631, 2.1120, 3.5846], [2.5154, 2.8653, 1.2660], [0.9525, 3.8798, 0.9754], [0.8153, 1.7980, -1.3369], [1.2732, 3.6320, -1.4077], [3.4380, 2.8074, -2.3511], [3.7896, 2.7921, -0.5010], [2.7518, 0.2742, -0.3540], [4.5336, 0.4847, -0.9307], [2.1242, -0.9534, -2.2763], [3.9108, -0.8276, -2.9125], [2.5865, -0.0561, -4.8205], [3.2172, 1.5871, -4.1473], [-0.5586, 4.0414, -5.0881], [-1.5630, 2.4344, -5.0365], [-0.8684, 3.1387, -3.4032]], "mulliken_charge": [-0.83, 0.42, -0.41, -0.04, 0.51, 0.25, -0.51, -0.23, -0.72, 0.20, 0.54, -0.75, -0.56, 0.41, -0.43, -0.52, 0.38, -0.73, -0.09, -0.72, -0.47, -0.17, -0.60, -0.18, 0.55, -0.81, -0.56, -0.28, 0.11, 0.24, 0.23, 0.22, 0.31, -0.33, 0.35, 0.20, 0.27, 0.31, 0.32, 0.25, 0.31, 0.35, 0.06, 0.27, 0.31, 0.37, 0.11, 0.35, -0.07, 0.32, 0.36, 0.32, 0.30, 0.28, 0.22]}

---

no.,molecular weight (Da)
1,607.6
2,215.1
3,81.0
4,473.0
5,152.2
6,441.7